# 1
C3H6O3 as an isolated structure. Source: the OMol25 dataset; level of theory: ωB97M-V/def2-TZVPD.

The calculation puts the HOMO energy at -9.71 eV. Its HOMO-LUMO gap is 10.29 eV. For the molecular weight, the calculation gives 90.08 g mol⁻¹. The multiplicity is 1. The calculation puts the LUMO energy at 0.6 eV. The calculation puts the energy above the lowest of the compared OMol25 structures with the same formula, charge and spin at 3.372 eV. The largest force on an atom is 0.019 Eh/bohr. The value obtained for the total energy is -343.5306 a.u.

Last column: Mulliken charge in e.
Geometry (Å):
1 O -1.746 0.685 -0.085  -0.527
2 C -1.220 -0.553 0.323  -0.586
3 C 0.255 -0.594 -0.033  0.123
4 O 0.431 0.053 -1.266  -0.731
5 C 0.946 0.618 0.356  0.114
6 O 2.214 0.840 0.049  -0.477
7 H -1.322 0.842 -0.950  0.351
8 H -1.725 -1.393 -0.171  0.288
9 H -1.353 -0.643 1.404  0.321
10 H 0.749 -1.557 0.125  0.378
11 H 2.254 0.341 -0.796  0.373
12 H 0.522 1.367 1.045  0.373

=====

# 2
A 2-piece molecular cluster, C3H6O3 overall in a non-equilibrium geometry. Source: the OMol25 dataset; level of theory: ωB97M-V/def2-TZVPD.

The calculation puts the HOMO energy (alpha / beta) at -9.20 / -9.98 eV. Its HOMO-LUMO gap (alpha / beta) is 6.90 / 9.87 eV. For the molecular weight, the calculation gives 90.08 g mol⁻¹. The multiplicity is 1. The calculation puts the LUMO energy (alpha / beta) at -2.3 / -0.1 eV. The calculation puts the energy above the lowest of the compared OMol25 structures with the same formula, charge and spin at 6.171 eV. The largest force on an atom is 0.091 Eh/bohr. The value obtained for the total energy is -343.4278 a.u.

Last column: Mulliken charge in e.
Geometry (Å):
1 O 2.299 0.848 -0.817  -0.463
2 C 0.982 -0.989 0.383  -0.855
3 C 0.103 -0.034 0.082  0.816
4 O 0.469 1.093 -0.513  -0.484
5 C -1.390 -0.278 0.324  -0.466
6 O -2.247 0.758 -0.047  -0.495
7 H 2.115 1.513 -1.485  0.303
8 H 0.714 -1.841 0.990  0.300
9 H 1.897 -0.965 -0.191  0.425
10 H -1.505 -0.468 1.400  0.281
11 H -1.768 -1.149 -0.206  0.309
12 H -1.668 1.513 0.080  0.329